114
Properties=species:S:1:pos:R:3:lowdin_charge:R:1 method="wB97M-V/def2-TZVPD" total_charge=0 lumo_energy_ev=-0.023 total_energy_ev=-128568.6684 gap_ha=0.276
H 6.081 -4.842 -0.021 0.0837
H -3.765 1.911 -2.836 0.0975
H -6.249 3.016 -2.354 0.0932
H 4.078 -2.477 -2.753 0.0480
O 0.114 -2.565 1.264 -0.5895
H -2.808 3.169 3.414 0.0581
H -0.370 -1.885 6.418 0.0336
H 0.194 -5.095 -1.639 0.0523
C 1.373 -2.362 3.632 -0.2217
H 0.548 -5.107 -3.387 0.0554
H -1.478 -2.628 7.591 0.0575
C 0.280 -2.201 -4.126 -0.2200
H -0.197 -2.662 -4.991 0.0567
O -0.077 3.894 -0.545 -0.1396
C -2.471 -0.152 -5.576 -0.1252
H -2.746 1.525 3.993 0.0364
C -1.211 1.689 -5.289 -0.1163
H 1.620 -4.182 -2.311 0.0337
O 2.432 -0.793 -1.519 -0.5859
F 1.172 2.817 -3.865 0.0966
C 0.640 3.010 -1.419 -0.3601
C 5.239 -4.168 0.042 -0.1262
H -1.664 5.782 0.562 0.0537
H 0.004 -1.155 -3.990 0.0252
H 1.060 2.669 2.968 0.0456
H -1.949 1.311 -7.267 0.0872
H 4.736 2.365 2.728 0.0615
S -2.282 -2.741 5.274 0.8326
H 1.258 5.483 -0.206 0.1255
H 3.351 2.717 1.839 0.0512
H 1.288 -5.516 3.129 0.0481
H -3.077 -1.401 3.446 0.0255
H 3.021 0.721 3.319 0.0789
O -3.679 -3.267 5.765 -0.5841
H -3.184 -0.808 -6.052 0.0864
H -1.422 -0.978 3.960 0.0222
C -2.678 2.136 3.093 -0.2338
H -0.265 6.671 1.072 0.0781
O -0.808 0.492 2.052 -0.5825
H -3.382 4.559 0.431 0.0837
N -1.373 1.066 -4.037 0.0407
S -3.357 -1.111 -0.405 0.8963
C -4.034 0.015 0.848 -0.2448
S 3.595 -0.216 -2.334 0.8924
H 4.303 -0.125 2.589 0.0829
H 2.126 -3.182 -0.456 0.0684
H 1.366 -5.267 1.290 0.0501
C -3.359 -2.627 0.657 -0.2160
H 3.435 -5.256 -0.877 0.0876
H 2.286 -2.129 3.084 0.0457
H -2.960 -3.494 0.130 0.0532
H -0.180 5.793 -1.247 0.1198
H -1.784 -0.981 6.874 0.0458
H 1.516 -2.915 4.560 0.0526
S -1.147 1.984 2.083 0.8993
O -1.866 -0.789 -0.430 -0.6020
S -0.407 -3.008 -2.628 0.8793
C 0.210 5.244 -0.390 -0.2709
H -3.549 1.802 2.530 0.0234
N 3.916 -2.464 0.647 0.0447
H -5.119 0.053 0.743 0.0649
H 5.384 -1.813 -1.786 0.0408
H -0.641 2.606 -5.278 0.0870
C 0.653 3.619 -2.884 -0.5069
C 4.098 1.932 1.958 -0.1088
C -2.438 -1.176 4.300 -0.2519
H -1.086 1.350 -3.111 0.0936
H 1.367 -2.196 -4.207 0.0367
C 3.521 0.598 2.358 -0.4822
C 1.419 -4.835 2.289 -0.2161
C -5.191 3.943 -0.719 -0.1150
C 0.595 -4.517 -2.471 -0.2327
O 0.065 -2.167 -1.460 -0.6061
C 0.037 2.744 3.335 -0.1904
C 3.086 0.061 -4.113 -0.2292
C 5.177 -3.005 0.825 -0.1182
H -0.064 2.173 4.258 0.0502
C 3.948 -4.437 -0.395 -0.1469
H 1.682 2.959 -1.101 0.1469
F 1.412 4.756 -3.000 0.1037
C -4.047 2.618 -2.069 -0.1526
H 3.105 -0.869 -4.681 0.0403
N -3.132 3.175 -1.215 0.0573
C 3.139 -3.337 -0.116 -0.1671
C -5.306 3.069 -1.829 -0.1130
H -5.932 4.502 -0.168 0.0839
H -0.319 3.745 3.582 0.0401
H 3.533 0.947 -4.565 0.0530
H -2.887 -0.449 4.977 0.0493
H 5.298 -1.409 -3.526 0.0524
C -1.950 0.996 -6.234 -0.1045
H 2.453 -4.513 2.414 0.0393
C -3.836 4.014 -0.383 -0.1421
F -0.562 4.010 -3.264 0.1411
H -2.693 -2.408 1.492 0.0286
H -0.638 5.062 1.717 0.0494
H 2.047 0.380 -4.024 0.0245
O 0.094 1.703 -1.201 -0.2451
H -3.652 1.012 0.628 0.0282
H 4.682 1.977 1.039 0.0674
S 0.272 -3.379 2.566 0.8808
H -2.180 2.860 -1.093 0.1074
O 2.648 0.082 1.405 -0.3600
H 0.788 -1.507 3.970 0.0331
H -2.626 -0.588 -3.383 0.0889
C -1.415 -1.993 6.707 -0.2495
C -2.215 -0.043 -4.220 -0.1615
H -4.396 -2.898 0.852 0.0573
C -0.609 5.670 0.813 -0.0626
H -3.710 -0.343 1.825 0.0212
C 4.719 -1.604 -2.624 -0.2528
H 3.609 -1.607 1.086 0.0711
H 5.843 -2.446 1.466 0.1030
Be 0.502 -0.367 0.186 0.9021